Here is 2 unconnected molecules or ions with the total composition C11H9N3O at a distorted geometry from the Open Molecules 2025 dataset. Energies are from ωB97M-V with the def2-TZVPD basis set.

total charge = 0
LUMO (alpha / beta) = -0.71 / -0.71 eV
HOMO energy (alpha / beta) = -7.864 / -7.861 eV
ΔE to the lowest compared entry with this formula, charge and spin = 617.3 kJ/mol
Kohn-Sham gap (alpha / beta) = 7.2 / 7.2 eV

```
24
C11H9N3O (ωB97M-V with the def2-TZVPD basis set)
C -0.7249 0.6741 2.8976
C 0.7948 -2.6669 0.7580
C -3.0670 0.4239 -1.0401
C -1.8291 0.9037 -1.4513
C -3.0798 -0.6653 -0.1962
C -0.6360 0.3278 -1.1417
C -1.8692 -1.4038 0.0455
C -0.6487 -0.8415 -0.3544
C 2.4765 -0.3341 -1.1636
C 3.7126 1.6435 -0.3277
C 0.6714 -1.4641 0.0287
N -0.9619 1.7837 2.7851
N 0.7531 -3.6350 1.3568
N 1.7955 -0.8539 -0.3052
O 3.3986 0.5404 -1.2941
H -3.9783 1.0549 -1.2734
H -1.8770 1.8809 -1.8863
H -4.0491 -1.0086 0.3237
H 0.3455 0.7532 -1.3106
H -1.9742 -2.2618 0.7764
H -0.6502 -0.3523 2.8973
H 2.8796 2.1045 0.1144
H 4.3482 2.2974 -0.7695
H 4.1694 1.0993 0.5308
```

Here are the Mulliken charges for atoms 1 to 2, given in e:
1. C 0.105
2. C 0.136

***

Here is a gas-phase ion, C5H13N2O (charge -2) at a distorted geometry from the Open Molecules 2025 dataset. Energies are from ωB97M-V with the def2-TZVPD basis set.

total charge = -2
LUMO (alpha / beta) = 6.82 / 6.77 eV
HOMO energy (alpha / beta) = 4.076 / -0.405 eV
2S+1 = 2
ΔE to the lowest compared entry with this formula, charge and spin = 16.2 kJ/mol
Kohn-Sham gap (alpha / beta) = 2.7 / 7.2 eV

```
21
C5H13N2O (ωB97M-V with the def2-TZVPD basis set)
C -0.2738 -0.0633 -1.1667
N 0.9674 0.1146 -1.9249
C 2.0227 -1.0098 -1.5875
O 1.6313 -2.2297 -1.8564
C -0.2011 0.4769 0.2576
C -1.4550 0.1652 1.0753
C -1.2174 -0.4525 2.4618
N -0.0189 1.9551 0.1341
H -1.1482 0.3793 -1.6571
H -0.4972 -1.1329 -1.0826
H 0.7385 -0.2212 -2.8580
H 2.8632 -0.6505 -2.2429
H 2.3057 -0.7513 -0.5404
H 0.7315 0.1270 0.7094
H -2.1729 -0.3958 0.4643
H -1.9825 1.1045 1.2282
H -1.9747 -0.2476 3.2236
H -0.2619 -0.0840 2.8659
H -1.0429 -1.5355 2.3669
H 0.4336 2.1276 -0.7562
H 0.5524 2.3239 0.8857
```

Here are the Mulliken charges for atoms 1 to 2, given in e:
1. C -1.176
2. N -0.546

***

Here is C2H3NOS in the gas phase at a distorted geometry from the Open Molecules 2025 dataset. Energies are from ωB97M-V with the def2-TZVPD basis set.

total charge = 0
LUMO = 0.33 eV
HOMO energy = -9.982 eV
ΔE to the lowest compared entry with this formula, charge and spin = 255.2 kJ/mol
Kohn-Sham gap = 10.3 eV

```
8
C2H3NOS (ωB97M-V with the def2-TZVPD basis set)
C -0.2779 0.6783 -0.1985
C -1.7859 -1.2702 0.3877
N -1.1452 -0.3546 -0.0102
O 0.8422 0.6810 0.6086
S 2.0359 -0.3591 0.0385
H -1.0407 1.4751 0.0425
H -0.0076 0.7248 -1.2626
H 1.3792 -1.5753 0.3940
```

Here are the Mulliken charges for atoms 1 to 2, given in e:
1. C -0.250
2. C -0.128

***

Here is 14 unconnected molecules or ions with the total composition C41H94N12O16 at a distorted geometry from the Open Molecules 2025 dataset. Energies are from ωB97M-V with the def2-TZVPD basis set.

total charge = 0
LUMO = 0.06 eV
HOMO energy = -8.796 eV
Kohn-Sham gap = 8.9 eV

```
163
C41H94N12O16 (ωB97M-V with the def2-TZVPD basis set)
C -2.7699 2.6768 1.5139
O -3.0149 2.1585 2.7985
H -1.8500 3.2520 1.4094
H -2.8132 1.8621 0.7910
H -3.6443 3.3045 1.3424
H -3.7406 1.5342 2.7260
C 0.4320 1.3099 1.5396
C 0.2141 0.0055 0.8316
C -0.5714 -0.9566 1.6373
O -1.4456 -1.5148 0.6949
C -1.3283 -0.7873 -0.4605
O -2.0261 -0.9345 -1.4791
O -0.4880 0.1919 -0.3489
H -0.4165 1.6499 2.1334
H 0.8004 2.0588 0.8386
H 1.1918 1.2190 2.3159
H 1.2149 -0.3834 0.6439
H -1.1745 -0.4221 2.3713
H 0.0364 -1.7357 2.0972
C 7.0210 0.1092 -0.2283
O 7.1470 -0.8781 -0.9836
N 5.9642 0.3289 0.5720
C 5.6914 1.5652 1.2810
C 4.8141 -0.5966 0.4938
H 7.7782 0.9068 -0.1773
H 6.4829 2.3132 1.3280
H 5.4649 1.2367 2.2953
H 4.7965 2.0217 0.8582
H 4.8416 -1.4724 -0.1545
H 4.6213 -0.8928 1.5249
H 3.8604 -0.1354 0.2374
C -5.7429 -0.5338 3.3393
O -4.7169 0.1296 3.2484
N -5.8437 -1.8347 2.9975
C -7.2142 -2.3482 2.8675
C -4.7321 -2.6335 2.4474
H -6.6567 -0.0299 3.6904
H -7.3176 -3.2972 3.3936
H -7.6947 -2.4561 1.8951
H -7.9792 -1.7518 3.3647
H -4.4537 -3.4342 3.1326
H -4.9413 -2.9966 1.4412
H -3.8222 -2.0361 2.3893
C 3.8919 6.8749 0.4776
O 2.9360 7.4133 -0.0658
N 3.9782 5.5040 0.6807
C 5.2569 4.9891 1.2236
C 2.9199 4.6000 0.2909
H 4.7349 7.4756 0.8527
H 6.0110 5.7062 1.5479
H 5.7864 4.4239 0.4566
H 5.1517 4.3102 2.0698
H 2.3096 4.2942 1.1407
H 2.2329 5.2398 -0.2629
H 3.3218 3.8499 -0.3902
C -5.5797 1.0392 -4.1606
O -4.9015 0.0461 -4.5133
N -5.6023 1.5224 -2.8895
C -4.8316 0.9128 -1.7499
C -6.1975 2.8205 -2.6339
H -6.1100 1.6799 -4.8822
H -5.5367 0.5995 -0.9800
H -4.1753 1.6585 -1.3013
H -4.3538 -0.0084 -2.0833
H -6.6811 2.7653 -1.6586
H -5.4092 3.5624 -2.5069
H -6.8439 3.2060 -3.4223
C -0.2352 -0.4433 -5.2016
O 0.5334 -0.8773 -6.0284
N -0.5419 0.8920 -5.0240
C -1.4151 1.2528 -3.9357
C 0.1468 1.9431 -5.7858
H -0.7847 -1.0193 -4.4411
H -2.2353 1.8925 -4.2615
H -0.8612 1.7782 -3.1577
H -1.8582 0.4148 -3.3977
H -0.5346 2.7937 -5.8020
H 1.0671 2.2763 -5.3062
H 0.2675 1.6013 -6.8138
C -0.2993 4.3229 -1.0298
O -1.1179 4.9560 -0.2880
N 0.3572 4.9537 -2.0573
C 1.0214 4.1749 -3.0423
C 0.2927 6.3787 -2.2811
H -0.1686 3.2300 -1.0537
H 2.1093 4.2006 -2.9789
H 0.7738 4.2411 -4.1017
H 0.8970 3.1069 -2.8629
H 1.3467 6.6543 -2.3165
H -0.3291 6.7218 -3.1080
H -0.1596 6.8400 -1.4032
C 3.0743 1.2076 4.9074
O 4.0867 0.7138 4.4202
N 2.5298 2.3584 4.5164
C 1.6390 3.0404 5.4212
C 3.1897 3.0709 3.3786
H 2.6204 0.7308 5.7900
H 1.0088 3.5138 4.6683
H 2.1008 3.7708 6.0855
H 1.0172 2.3146 5.9452
H 2.6378 3.9731 3.1149
H 4.1526 3.3828 3.7832
H 3.2897 2.4960 2.4580
C 0.2688 -1.3586 5.3187
O 1.3837 -1.5660 5.7737
N -0.7587 -2.2353 5.3160
C -2.0548 -1.9413 4.7657
C -0.6791 -3.5724 5.8385
H -0.1221 -0.4655 4.8071
H -2.3655 -0.8973 4.8075
H -2.8361 -2.4193 5.3566
H -2.1126 -2.4723 3.8156
H -1.1733 -4.3545 5.2621
H 0.3739 -3.8530 5.8624
H -0.9958 -3.5948 6.8812
C 2.7576 -3.1032 2.4593
O 2.4954 -2.3706 1.5059
N 2.0350 -4.1153 2.9080
C 0.8156 -4.5311 2.2764
C 2.4997 -4.8813 4.0750
H 3.7083 -3.0214 3.0084
H 0.3905 -3.7046 1.7070
H 0.1102 -4.8114 3.0587
H 0.9804 -5.4147 1.6599
H 1.6649 -4.9209 4.7748
H 2.7649 -5.9172 3.8635
H 3.3683 -4.3960 4.5202
C -3.5229 -5.1636 -4.4978
O -2.4035 -5.7207 -4.5449
N -3.6555 -3.8463 -4.3838
C -4.8962 -3.1275 -4.5765
C -2.4559 -3.0263 -4.3455
H -4.5082 -5.6527 -4.5450
H -5.0249 -2.3494 -3.8242
H -5.7977 -3.7378 -4.5211
H -4.8207 -2.6080 -5.5318
H -2.5102 -2.2007 -3.6358
H -1.5350 -3.5711 -4.1380
H -2.2912 -2.6339 -5.3490
C 0.5555 -5.9779 -1.1063
O -0.0907 -6.9919 -0.8559
N -0.0323 -4.7727 -1.1242
C 0.7390 -3.5446 -1.1309
C -1.3930 -4.5306 -0.8360
H 1.6205 -5.9774 -1.3854
H 1.8267 -3.6087 -1.1014
H 0.6332 -3.0280 -0.1770
H 0.5243 -2.9941 -2.0469
H -1.7862 -4.9198 0.1031
H -1.6291 -3.4668 -0.8610
H -2.0693 -4.8844 -1.6141
C 4.0547 1.0975 -3.4842
O 3.6315 1.9728 -2.7308
N 3.8023 -0.1947 -3.4630
C 4.2026 -1.0598 -4.5263
C 2.8190 -0.8130 -2.5635
H 4.8052 1.3749 -4.2405
H 4.9428 -0.6604 -5.2197
H 3.4003 -1.5040 -5.1155
H 4.7214 -1.8640 -4.0047
H 2.6819 -0.2699 -1.6284
H 1.8674 -1.1279 -2.9917
H 3.1731 -1.8155 -2.3233
```

Here are the Mulliken charges for atoms 1 to 2, given in e:
1. C -0.153
2. O -0.562